Record 1
40
Properties=species:S:1:pos:R:3:forces:R:3:lowdin_charge:R:1 method="wB97M-V/def2-TZVPD" gap_ev=7.610 smiles="COc1ccc(NC(=O)c2cccc3cccnc23)cc1S(N)(=O)=O" charge=0
C -5.519339 -1.910990 1.401592 -0.1810 -0.0889 -0.0860 -0.065
O -4.295937 -1.607124 2.036648 0.1129 0.0887 -0.0654 -0.123
C -3.254746 -1.188255 1.264711 -0.0328 -0.0718 -0.2352 -0.268
C -3.206639 -1.238585 -0.125644 -0.2338 -0.0722 0.4660 0.003
C -2.077149 -0.823059 -0.808761 0.2171 0.0975 -0.0999 0.016
C -0.960346 -0.346633 -0.123698 -0.6305 -0.2460 0.0946 -0.199
N 0.202939 0.083712 -0.741947 0.3637 0.1624 0.0071 0.135
C 0.502819 0.103308 -2.065100 -0.1803 -0.0686 0.3333 -0.406
O -0.237551 -0.283956 -2.951736 -0.1044 -0.0434 -0.1272 0.058
C 1.862032 0.653252 -2.386868 0.2479 0.0681 -0.5188 -0.043
C 2.187669 0.695903 -3.725587 -0.3028 -0.1009 0.3909 0.002
C 3.416730 1.183715 -4.181035 0.3383 0.1501 0.0833 -0.055
C 4.344123 1.639935 -3.286612 -0.1131 -0.0603 -0.1675 -0.024
C 4.064467 1.619486 -1.905600 -0.2705 -0.1010 0.1829 -0.147
C 4.991935 2.080752 -0.947344 -0.1152 -0.0310 0.2427 -0.006
C 4.674347 2.041347 0.382973 0.1677 0.0494 -0.2891 -0.044
C 3.417692 1.534217 0.746439 -0.0002 0.0014 0.0455 -0.106
N 2.539799 1.100199 -0.114914 -0.0202 0.0195 0.3725 0.084
C 2.813650 1.123125 -1.437148 0.5236 0.1880 -0.4426 -0.145
C -1.013709 -0.287522 1.271060 0.0931 -0.0055 -0.2538 0.015
C -2.139751 -0.698922 1.941331 -0.2086 0.0637 0.6815 -0.199
S -2.181547 -0.522698 3.726228 0.0100 -0.3712 0.2317 0.619
N -2.583086 -2.024052 4.327697 0.2148 0.9005 -0.0307 -0.051
O -3.232268 0.374696 4.089352 -0.1976 -0.1974 -0.1885 -0.277
O -0.846576 -0.242350 4.166255 0.0940 -0.2503 -0.2302 -0.303
H -5.434428 -2.806772 0.777795 -0.0019 0.0612 0.0214 0.097
H -5.871625 -1.073082 0.794724 0.0327 -0.0133 0.0148 0.102
H -6.228994 -2.096313 2.206031 0.0079 -0.0016 -0.0931 0.097
H -4.048536 -1.602774 -0.692343 -0.0915 -0.0489 -0.0204 0.109
H -2.053430 -0.867186 -1.885261 0.0006 -0.0062 -0.0007 0.103
H 0.949458 0.440987 -0.129722 -0.1724 -0.0868 -0.1979 0.093
H 1.452026 0.335060 -4.429671 -0.0603 -0.0256 0.0083 0.120
H 3.623367 1.196432 -5.240426 0.0343 0.0090 -0.0748 0.108
H 5.299496 2.021411 -3.617302 0.0842 0.0321 -0.0482 0.114
H 5.946202 2.461225 -1.284250 0.0772 0.0324 -0.0079 0.118
H 5.359574 2.386423 1.140665 0.0548 0.0276 0.0574 0.104
H 3.119734 1.482086 1.785774 0.0559 0.0325 0.1096 0.117
H -0.184589 0.082116 1.853811 0.1650 0.0602 0.0191 0.118
H -1.887538 -2.721881 4.122828 0.2111 -0.1237 -0.0528 0.074
H -3.510275 -2.297234 4.045059 -0.1898 -0.0298 -0.1318 0.057

***

Record 2
105
Properties=species:S:1:pos:R:3:forces:R:3:lowdin_charge:R:1 method="wB97M-V/def2-TZVPD" gap_ev=5.798 charge=-1
Mg 1.195364 -1.767630 -1.496345 -0.0546 1.2069 0.8381 0.596
C 1.331052 -4.889909 -3.962518 0.3493 1.1586 -0.2438 0.010
C 1.048040 -3.794997 -3.180243 0.2764 -1.3021 1.5184 -0.317
C -0.150053 -3.932003 -2.171613 0.5838 0.1565 -0.8611 -0.321
O -0.345110 -2.915533 -1.409978 -0.3887 -0.2835 0.1378 -0.116
C -0.915405 -5.059203 -2.165556 0.5655 0.8055 0.3265 0.008
C -0.587047 -6.183682 -2.974652 -1.8071 -0.4134 -0.2762 -0.366
C 0.588306 -6.110596 -3.946711 0.3159 0.7374 -0.5105 -0.380
O 0.790760 -7.024718 -4.726204 0.1074 -0.5347 0.0320 0.043
O -1.350810 -7.141101 -3.053051 0.3279 -0.4096 0.1476 0.033
O 1.821707 -2.774139 -3.021550 -0.7594 -0.4647 -0.8361 -0.118
H 2.166967 -4.741831 -4.639475 0.0111 -0.4488 -0.0592 0.111
H -1.786146 -5.017004 -1.524222 -0.0865 -0.5351 -0.0054 0.099
C -0.044093 1.403992 1.056592 0.1210 0.1845 -0.1479 -0.086
C 0.081779 -0.126584 1.115576 0.4208 0.1324 0.4414 -0.443
O 0.739760 -0.644522 0.039193 0.1843 0.2064 -0.3757 -0.305
H -0.547158 1.862179 1.918240 -0.0882 -0.2654 -0.0462 0.046
H -0.582748 1.703581 0.151944 -0.0121 0.0424 0.0265 0.060
H 0.953555 1.847450 1.004257 0.0556 -0.0210 -0.0470 0.061
H -0.944276 -0.525244 1.292898 0.1455 -0.1056 -0.2395 0.097
H 0.651207 -0.351219 2.049637 -0.2861 -0.0306 0.0343 0.094
C 3.163670 -2.243853 2.663036 0.0671 -0.0547 0.5719 -0.050
C 3.999435 -1.810512 1.496800 -0.3996 1.7742 -0.2315 -0.196
O 4.508852 -2.901121 0.725826 0.8730 -0.1723 0.7555 0.068
C 3.717729 -3.422447 -0.162278 0.1941 0.2715 -0.2538 -0.362
O 2.672844 -2.959648 -0.500117 -0.6871 -0.1692 -0.0607 0.148
C 4.326020 -4.681211 -0.812186 -0.8191 0.3751 -0.3994 -0.569
F 5.435476 -5.059067 -0.215382 0.7500 -0.3108 0.3769 0.188
F 3.444502 -5.666192 -0.757264 -0.2575 -0.3984 0.1295 0.197
F 4.585739 -4.424023 -2.087047 0.2015 0.1156 -0.2836 0.196
H 3.756330 -2.640660 3.489191 0.0542 -0.2363 -0.1555 0.083
H 2.404546 -2.964774 2.371365 -0.0514 0.0038 -0.0132 0.076
H 2.647997 -1.371328 3.069272 -0.0786 -0.0097 -0.1464 0.079
H 4.847027 -1.181568 1.771429 0.3023 -0.5334 0.2133 0.129
H 3.402191 -1.118526 0.886380 -0.1069 -0.5866 -0.3011 0.115
C -1.438182 7.434810 1.378562 0.9424 0.4393 0.0843 -0.068
C -1.569623 6.419094 0.285610 -0.8309 -0.0668 -0.2937 -0.191
O -0.626920 6.707883 -0.770563 -0.0971 1.3948 1.1628 0.053
C -0.492692 5.846348 -1.731993 1.2217 2.7979 -0.2827 -0.473
O -0.880154 4.762402 -1.756630 -1.6947 -4.4696 -0.2591 0.215
C 0.287305 6.431333 -2.908888 1.4912 0.1622 0.5191 -0.558
F 1.326074 5.624379 -3.196155 -0.2228 -0.1328 -0.0731 0.152
F -0.461354 6.547967 -3.978138 -0.5906 0.0559 -0.6541 0.203
F 0.817161 7.619710 -2.610475 -0.0963 0.3677 -0.1200 0.164
H -0.459275 7.392883 1.864393 -0.1083 -0.2806 0.0768 0.083
H -2.211570 7.260604 2.115824 -0.1347 0.0317 0.1685 0.080
H -1.498077 8.459842 1.007322 -0.3398 -0.1173 -0.1352 0.083
H -2.571075 6.511675 -0.149264 0.1219 -0.1263 -0.1202 0.136
H -1.484976 5.395361 0.641109 0.3610 -0.0665 -0.0596 0.126
C -1.408021 3.284737 5.010780 0.2773 1.0146 0.6155 -0.060
C -1.650762 1.855409 4.659507 0.5637 -0.4715 0.8680 -0.221
O -2.758280 1.644855 3.790770 1.2799 0.2155 -1.6957 0.052
C -3.926251 1.582230 4.342710 0.3240 -1.0611 -2.9118 -0.474
O -4.144710 1.727277 5.467268 -1.5241 0.7246 4.2001 0.209
C -4.988954 1.116048 3.328244 0.0969 -0.4327 -0.2329 -0.516
F -6.052295 1.919153 3.391132 -0.1068 -0.1548 -0.0949 0.168
F -4.530039 1.097692 2.067682 -0.3043 0.0743 0.3361 0.156
F -5.361873 -0.144305 3.648403 0.0088 0.6467 -0.1531 0.159
H -0.572502 3.364337 5.715754 0.1293 -0.3235 -0.2267 0.088
H -2.208628 3.777774 5.565089 -0.3327 -0.1731 -0.3787 0.081
H -1.122442 3.873678 4.138921 -0.1932 0.0382 -0.0597 0.076
H -1.820015 1.245416 5.545987 0.0468 0.0822 0.0697 0.120
H -0.761195 1.475659 4.166002 -0.2083 -0.2483 -0.3483 0.117
C 1.866668 2.548243 -3.141305 0.9945 -1.0176 -0.7920 -0.053
C 2.415942 2.418471 -1.729784 -1.4575 -0.7609 -0.4434 -0.144
O 3.675766 1.701426 -1.665125 0.4904 1.4789 -0.2007 0.070
C 3.793065 0.467934 -2.049992 0.2926 -0.1079 0.0179 -0.395
O 2.960033 -0.357162 -2.244534 -1.0165 -0.4709 0.0877 0.168
C 5.259275 0.053824 -2.261513 0.5257 0.8159 -0.1669 -0.503
F 5.424275 -0.396035 -3.509840 0.0233 0.0653 0.3706 0.181
F 6.112304 1.102533 -2.082728 -0.3671 -0.9459 0.0025 0.137
F 5.564007 -0.921507 -1.403147 0.2352 0.1152 -0.0527 0.179
H 0.860386 2.947091 -3.158513 -0.0655 0.2561 0.1903 0.073
H 1.827786 1.556210 -3.601719 -0.2663 -0.0627 0.1709 0.072
H 2.527176 3.097428 -3.820479 -0.1495 0.3834 0.3275 0.086
H 1.694881 1.824474 -1.163764 0.0675 0.2217 0.2768 0.104
H 2.539023 3.415192 -1.321404 0.5336 -0.2095 0.4488 0.124
C -3.006228 -3.124283 0.988355 -0.0907 0.3919 0.7575 -0.041
C -1.702663 -3.298829 1.718772 0.3646 -0.0578 0.0879 -0.157
O -1.778004 -2.582908 2.992502 -1.2523 0.0635 -0.0014 0.033
C -0.804740 -2.737454 3.834831 0.1608 1.1283 -0.2774 -0.443
O 0.261389 -3.224925 3.641598 0.7934 -0.8578 0.1096 0.169
C -1.100923 -2.032374 5.170987 -0.1942 0.0886 0.4662 -0.502
F -2.228494 -1.303210 5.137605 0.3092 -0.0757 0.1114 0.153
F -1.242473 -2.956296 6.143749 0.1351 0.3522 -0.1925 0.154
F -0.083725 -1.208338 5.513027 -0.5048 -0.4309 -0.1452 0.145
H -3.246652 -2.058723 1.058310 -0.1489 -0.0693 -0.3443 0.070
H -3.810642 -3.676888 1.473481 -0.0384 -0.0499 -0.0839 0.081
H -2.898790 -3.433398 -0.045707 0.0561 0.0130 -0.0852 0.069
H -0.897267 -2.843277 1.147803 0.2533 -0.3139 -0.0658 0.110
H -1.502442 -4.324916 2.018008 0.2477 -0.1290 -0.4940 0.137
C -3.535460 0.239628 -1.332409 -0.7108 1.7550 0.1300 -0.053
C -2.201631 -0.315333 -1.691953 -0.0931 -0.6395 0.2498 -0.159
O -2.013558 -0.117492 -3.116030 -2.0187 0.7896 -0.0354 0.091
C -0.848068 -0.336529 -3.587745 -1.2354 -0.5156 -1.5444 -0.415
O 0.084301 -0.646776 -2.958225 3.1773 -0.1444 1.3051 0.149
C -0.797484 -0.321699 -5.131484 -0.6125 0.6196 0.2751 -0.546
F 0.088773 -1.171815 -5.564703 0.6881 -0.3878 -0.2731 0.220
F -1.977200 -0.629093 -5.672614 -0.1978 0.0365 -0.0423 0.172
F -0.470861 0.919925 -5.546746 0.1238 0.0900 -0.1120 0.149
H -4.301413 0.083391 -2.093329 0.0276 -0.6648 0.1521 0.086
H -3.527796 1.334261 -1.256066 0.3778 0.0509 -0.1026 0.078
H -3.869247 -0.045936 -0.336764 -0.0044 -0.5513 -0.1299 0.062
H -2.195822 -1.393318 -1.517387 0.4007 0.0583 -0.0527 0.122
H -1.372194 0.141839 -1.158218 0.0414 -0.1162 0.0428 0.104